Computed, not measured: 2 unconnected molecules or ions with the total composition C12H15NO9S in a non-equilibrium geometry, with ωB97M-V with the def2-TZVPD basis set.

Bonds (Å) are listed after each position.
Geometry (Å):
1 C 0.0722 0.2372 1.6155  C2 1.559, H19 1.115, H20 1.118, H21 1.110
2 C 1.2938 -0.0319 0.6859  C1 1.559, C3 1.580, C4 1.563, H22 1.109
3 C 2.0586 1.3436 0.5415  C2 1.580, H23 1.124, H24 1.120, H25 1.107
4 C 0.9234 -0.4746 -0.7671  C2 1.563, C5 1.577, H26 1.115, H27 1.110
5 C 0.1356 -1.8351 -0.8923  C4 1.577, C6 1.571, C7 1.572, H28 1.117
6 C 0.3078 -2.7949 0.3397  C5 1.571, H29 1.117, H30 1.109, H31 1.104
7 C -1.3703 -1.6563 -1.3056  C5 1.572, O8 1.453, H32 1.108, H33 1.116
8 O -1.9007 -0.3820 -0.8508  C7 1.453, C9 1.334
9 C -3.0055 -0.4920 -0.1116  O8 1.334, C10 1.354, C17 1.538
10 C -3.9640 0.4646 -0.1239  C9 1.354, O11 1.401, C14 1.521
11 O -3.9853 1.6571 -0.8590  C10 1.401, C12 1.343
12 C -2.9386 2.4024 -0.4688  O11 1.343, N13 1.125
13 N -1.9582 2.9506 -0.4071  C12 1.125
14 C -5.0648 0.0867 0.8551  C10 1.521, O15 1.161, O16 1.404
15 O -5.9279 0.7094 1.3203  C14 1.161
16 O -4.8070 -1.2704 1.1080  C14 1.404, C17 1.392
17 C -3.4600 -1.5563 0.9009  C9 1.538, O16 1.392, O18 1.161
18 O -2.8940 -2.4423 1.3932  C17 1.161
19 H -0.4042 -0.6800 2.0348  C1 1.115
20 H 0.4654 0.7918 2.5025  C1 1.118
21 H -0.6960 0.8995 1.1650  C1 1.110
22 H 2.0338 -0.7309 1.1248  C2 1.109
23 H 2.9208 1.2559 -0.1738  C3 1.124
24 H 1.3196 2.0585 0.0976  C3 1.120
25 H 2.3492 1.7723 1.5194  C3 1.107
26 H 1.8970 -0.6388 -1.2855  C4 1.115
27 H 0.4476 0.3783 -1.2948  C4 1.110
28 H 0.5990 -2.3803 -1.7498  C5 1.117
29 H 0.2220 -3.8420 -0.0408  C6 1.117
30 H 1.3207 -2.7328 0.7871  C6 1.109
31 H -0.4643 -2.6157 1.1077  C6 1.104
32 H -1.9992 -2.5324 -1.0519  C7 1.108
33 H -1.3596 -1.5981 -2.4204  C7 1.116
34 O 6.9231 2.2178 -1.3889  S35 1.487
35 S 5.5690 2.7373 -1.0605  O34 1.487, O36 1.488, O37 1.491, O38 1.493
36 O 5.5595 4.2197 -1.1835  S35 1.488
37 O 5.2156 2.3517 0.3359  S35 1.491
38 O 4.5661 2.1523 -1.9989  S35 1.493

The total charge is -2. For the HOMO energy, the calculation gives 0.6593 eV. The calculation puts the frontier orbital gap at 1.578 eV. The total energy is -1596.26158 Ha. The calculation puts the lowest unoccupied orbital energy at 2.2 eV.

Atom charges from the Mulliken analysis, given in e for atoms 1 to 8:
1 C -0.923
2 C 0.821
3 C -1.448
4 C -1.131
5 C 0.591
6 C -1.471
7 C -0.862
8 O -0.265